Record 1
C2H3N3 in the gas phase in a non-equilibrium geometry, computed with the ωB97M-V functional and the def2-TZVPD basis.

The value obtained for the frontier orbital gap is 10.8 eV. As for the total charge: 0. Its HOMO energy is -10.03 eV. Its relative energy (zero: lowest compared OMol25 entry of this formula, charge and spin) is 0.810 eV. As for the calculated total energy: -242.24291 Ha. The SMILES is c1nnc[nH]1.

Each line ends with the Mulliken charge.
Positions of all 8 atoms, in Å:
N: 0.17 0.68 -0.33  -0.17
C: 0.94 -0.18 0.42  -0.03
N: 0.27 -1.21 0.84  -0.36
N: -0.99 -1.06 0.32  -0.28
C: -1.08 0.05 -0.36  -0.13
H: 0.53 1.64 -0.38  0.27
H: 1.97 0.00 0.67  0.39
H: -1.81 0.07 -1.18  0.32

Record 2
10 unconnected molecules or ions with the total composition C40H65N5O10S5 in a non-equilibrium geometry, computed with the ωB97M-V functional and the def2-TZVPD basis.

The value obtained for the frontier orbital gap is 7.9 eV. As for the total charge: 0. Its HOMO energy is -7.64 eV. Its relative energy (zero: lowest compared OMol25 entry of this formula, charge and spin) is 0.000 eV. As for the calculated total energy: -4580.10329 Ha. The SMILES is O=S1(=O)CCCC1.O=S1(=O)CCCC1.O=S1(=O)CCCC1.O=S1(=O)CCCC1.O=S1(=O)CCCC1.c1cc[nH]c1.c1cc[nH]c1.c1cc[nH]c1.c1cc[nH]c1.c1cc[nH]c1.

Each line ends with the Mulliken charge.
Positions of all 125 atoms, in Å:
C: -2.66 1.27 -6.41  -0.71
C: -1.88 2.19 -7.37  -0.72
C: -1.33 3.30 -6.52  -0.75
S: -0.65 2.52 -5.02  1.04
O: -0.98 3.41 -3.93  -0.53
O: 0.67 2.00 -5.21  -0.64
C: -1.84 1.13 -5.12  -0.45
H: -3.04 0.35 -6.84  0.35
H: -3.54 1.84 -6.08  0.26
H: -2.52 2.50 -8.20  0.39
H: -1.07 1.62 -7.83  0.32
H: -2.23 3.84 -6.21  0.30
H: -0.65 3.99 -7.00  0.47
H: -2.37 1.21 -4.17  0.36
H: -1.18 0.27 -5.19  0.31
C: -0.60 -5.01 5.57  -0.90
C: -0.05 -4.85 4.10  -0.58
C: 0.39 -3.39 4.00  0.36
S: 1.32 -3.09 5.53  1.12
O: 0.81 -1.92 6.20  -0.68
O: 2.75 -3.24 5.37  -0.66
C: 0.59 -4.52 6.41  -0.80
H: -0.81 -6.04 5.85  0.37
H: -1.51 -4.40 5.65  0.38
H: -0.80 -5.10 3.35  0.26
H: 0.71 -5.63 4.11  0.28
H: -0.46 -2.72 4.13  0.41
H: 0.94 -3.19 3.08  -0.53
H: 0.34 -4.31 7.45  0.43
H: 1.31 -5.33 6.30  0.38
C: 0.89 -6.92 -1.55  -0.70
C: 0.30 -7.51 -0.27  -0.79
C: 0.36 -6.45 0.85  -0.67
S: 0.11 -4.88 0.01  1.18
O: 1.03 -3.87 0.51  -0.19
O: -1.29 -4.52 -0.06  -0.80
C: 0.42 -5.44 -1.60  -0.38
H: 0.52 -7.45 -2.42  0.38
H: 1.98 -6.95 -1.51  0.22
H: 0.74 -8.42 0.15  0.42
H: -0.73 -7.75 -0.56  0.29
H: 1.35 -6.46 1.30  0.28
H: -0.38 -6.60 1.62  0.46
H: 1.28 -4.92 -2.04  -0.12
H: -0.35 -5.29 -2.35  0.53
C: -1.48 5.68 -1.00  -0.25
C: -1.83 7.21 -0.91  -0.69
C: -2.00 7.59 0.56  -0.82
S: -2.16 6.01 1.47  1.28
O: -3.41 6.09 2.20  -0.75
O: -0.89 5.64 2.10  -0.63
C: -2.33 4.97 0.03  -0.40
H: -0.42 5.57 -0.72  0.03
H: -1.52 5.24 -2.00  0.42
H: -2.80 7.29 -1.41  0.30
H: -1.10 7.76 -1.50  0.40
H: -2.94 8.10 0.72  0.34
H: -1.22 8.19 1.04  0.40
H: -3.37 4.91 -0.30  0.39
H: -2.13 3.95 0.38  -0.03
C: -0.39 1.43 -0.26  0.05
C: -0.20 0.63 1.06  -0.65
C: -0.05 -0.85 0.83  0.32
S: 0.07 -1.10 -1.01  0.81
O: -1.19 -1.69 -1.43  -0.48
O: 1.38 -1.62 -1.33  -0.57
C: 0.11 0.63 -1.44  -0.81
H: 0.01 2.44 -0.20  0.29
H: -1.48 1.48 -0.39  0.16
H: -0.96 0.88 1.81  0.37
H: 0.76 0.97 1.48  -0.06
H: -0.82 -1.59 1.04  0.57
H: 0.82 -1.29 1.31  -0.53
H: -0.26 0.80 -2.44  -0.01
H: 1.18 0.83 -1.55  0.38
N: -6.08 -0.39 -3.99  -0.03
C: -6.00 -0.03 -2.63  -0.91
C: -4.89 -0.65 -2.13  -0.08
C: -4.26 -1.39 -3.17  -0.46
C: -4.91 -1.00 -4.31  -0.58
H: -6.68 0.06 -4.65  0.24
H: -6.77 0.52 -2.13  0.41
H: -4.58 -0.65 -1.10  0.50
H: -3.33 -1.91 -3.01  0.47
H: -4.77 -1.27 -5.35  0.46
N: 3.23 -0.98 3.45  0.18
C: 3.42 0.33 3.13  -1.00
C: 3.45 0.47 1.79  -0.24
C: 3.36 -0.85 1.22  -0.51
C: 3.20 -1.71 2.29  -0.87
H: 2.94 -1.25 4.37  0.27
H: 3.28 1.06 3.92  0.43
H: 3.31 1.40 1.26  0.33
H: 3.60 -1.20 0.23  0.53
H: 3.06 -2.77 2.37  0.95
N: 4.32 5.99 0.56  0.03
C: 5.10 4.97 0.05  -0.76
C: 4.34 3.84 0.01  -0.32
C: 2.98 4.16 0.37  0.12
C: 3.05 5.49 0.72  -0.82
H: 4.64 6.88 0.88  0.21
H: 6.15 5.14 -0.11  0.41
H: 4.70 2.86 -0.25  0.43
H: 2.21 3.43 0.52  0.21
H: 2.22 6.13 0.96  0.48
N: -1.36 4.24 4.64  0.20
C: -1.37 4.70 5.92  -0.49
C: -2.32 4.00 6.62  -0.49
C: -2.89 3.07 5.71  -0.69
C: -2.30 3.24 4.49  -0.24
H: -0.74 4.44 3.87  0.21
H: -0.66 5.46 6.18  0.43
H: -2.62 4.10 7.65  0.39
H: -3.62 2.33 5.99  0.41
H: -2.32 2.79 3.51  0.30
N: 3.64 -4.02 -2.20  0.21
C: 4.46 -4.80 -1.42  -0.56
C: 5.36 -5.38 -2.27  -0.49
C: 5.09 -4.88 -3.60  -0.73
C: 3.94 -4.16 -3.53  -0.33
H: 2.93 -3.41 -1.82  0.31
H: 4.27 -4.98 -0.38  0.47
H: 6.14 -6.05 -1.95  0.42
H: 5.48 -5.16 -4.56  0.37
H: 3.38 -3.65 -4.30  0.42

Record 3
2 unconnected molecules or ions with the total composition C3H6N2O in a non-equilibrium geometry, computed with the ωB97M-V functional and the def2-TZVPD basis.

The value obtained for the frontier orbital gap is 10.8 eV. As for the total charge: 0. Its HOMO energy is -10.06 eV. Its relative energy (zero: lowest compared OMol25 entry of this formula, charge and spin) is 2.531 eV. As for the calculated total energy: -302.60007 Ha. The SMILES is NC(N)=O.C#C.

Each line ends with the Mulliken charge.
Positions of all 12 atoms, in Å:
C: -1.31 -0.37 -0.45  0.54
N: -1.21 0.97 -0.76  -0.34
N: -0.80 -0.71 0.83  -0.49
O: -1.71 -1.21 -1.21  -0.61
H: -1.65 1.23 -1.62  0.22
H: -0.96 1.64 -0.06  0.19
H: -0.82 -1.69 1.06  0.23
H: -0.50 0.04 1.44  0.21
C: 1.82 -0.24 -0.13  -0.42
C: 2.72 0.39 0.35  -0.20
H: 3.51 0.91 0.83  0.41
H: 0.92 -0.96 -0.29  0.25

Record 4
2 unconnected molecules or ions with the total composition C16H12N6O5S in a non-equilibrium geometry, computed with the ωB97M-V functional and the def2-TZVPD basis.

The value obtained for the frontier orbital gap is 7.1 eV. As for the total charge: 0. Its HOMO energy is -8.69 eV. Its relative energy (zero: lowest compared OMol25 entry of this formula, charge and spin) is 0.692 eV. As for the calculated total energy: -1719.51000 Ha. The SMILES is O=[N+]([O-])c1cc([N+](=O)[O-])c2nonc2c1.c1ccc2c(c1)SC1=NCCCN12.

Each line ends with the Mulliken charge.
Positions of all 40 atoms, in Å:
C: 5.25 -2.64 0.05  -0.63
C: 3.85 -2.78 0.02  -0.68
C: 3.05 -1.63 0.06  0.41
C: 3.62 -0.35 0.14  0.54
C: 5.01 -0.22 0.19  -0.47
C: 5.81 -1.37 0.14  -0.55
S: 2.39 0.90 0.19  -0.32
C: 1.10 -0.31 0.09  0.36
N: -0.17 -0.07 0.08  0.08
C: -1.12 -1.13 -0.11  -0.68
C: -0.60 -2.42 0.48  -1.09
C: 0.78 -2.76 -0.03  -0.56
N: 1.64 -1.58 0.11  0.21
H: 5.89 -3.53 0.00  0.37
H: 3.38 -3.77 -0.03  0.30
H: 5.45 0.77 0.29  0.38
H: 6.90 -1.28 0.17  0.37
H: -2.05 -0.85 0.38  0.34
H: -1.32 -1.26 -1.19  0.30
H: -0.60 -2.31 1.57  0.37
H: -1.28 -3.24 0.21  0.40
H: 1.22 -3.57 0.56  0.44
H: 0.75 -3.10 -1.08  0.29
O: -5.85 3.31 1.53  -0.56
N: -5.44 2.91 0.43  0.90
O: -6.20 2.83 -0.57  -0.60
C: -4.06 2.49 0.25  -0.47
C: -3.63 2.09 -1.01  -0.33
C: -2.25 1.77 -1.25  -0.18
N: -1.81 1.44 -2.59  0.98
O: -2.58 1.60 -3.56  -0.62
O: -0.65 0.98 -2.76  -0.58
C: -1.27 1.68 -0.22  0.40
C: -1.74 2.03 1.08  0.30
N: -0.96 2.39 2.15  -0.43
O: -1.80 3.27 2.88  -0.12
N: -3.08 3.37 2.36  -0.35
C: -3.06 2.54 1.29  0.71
H: -4.35 2.01 -1.83  0.58
H: -0.20 1.80 -0.46  0.17

Record 5
C45H44N2O3 in the gas phase in a non-equilibrium geometry, computed with the ωB97M-V functional and the def2-TZVPD basis.

The value obtained for the frontier orbital gap is 7.6 eV. As for the total charge: 0. Its HOMO energy is -7.77 eV. As for the calculated total energy: -2076.37484 Ha.

Each line ends with the Mulliken charge.
Positions of all 94 atoms, in Å:
C: -5.39 2.02 0.05  -1.08
N: -4.32 1.49 0.87  1.07
C: -4.59 0.46 1.75  -0.15
O: -5.68 0.23 2.23  -0.72
C: -3.30 -0.32 1.94  0.02
C: -3.46 -1.68 1.27  -1.23
C: -4.02 -1.53 -0.12  0.05
C: -5.40 -1.56 -0.33  -0.20
C: -5.94 -1.32 -1.60  -0.83
C: -5.08 -1.07 -2.68  -0.58
C: -3.69 -1.11 -2.49  -0.55
C: -3.17 -1.38 -1.22  0.47
N: -2.31 0.54 1.28  0.94
C: -1.02 0.09 1.13  -1.75
C: -0.25 0.27 0.02  -1.41
C: 1.27 0.39 -0.01  0.15
C: 1.62 1.57 -0.92  0.01
C: 2.60 2.47 -0.48  -0.09
C: 2.86 3.65 -1.19  -0.97
C: 2.09 3.96 -2.31  -0.76
C: 1.09 3.08 -2.74  -0.93
C: 0.90 1.86 -2.08  -0.23
C: -2.90 1.77 0.69  -1.45
C: -2.50 3.15 1.35  2.20
C: -2.75 3.09 2.86  -1.85
C: -3.37 4.26 0.76  -2.05
C: -1.05 3.43 1.04  -1.76
H: -5.73 1.25 -0.67  0.18
H: -6.23 2.29 0.70  0.29
H: -5.03 2.90 -0.51  0.39
H: -3.08 -0.37 3.02  0.63
H: -2.50 -2.20 1.27  0.21
H: -4.16 -2.24 1.90  0.66
H: -6.07 -1.74 0.51  0.35
H: -7.03 -1.33 -1.74  0.36
H: -5.50 -0.87 -3.67  0.37
H: -3.01 -0.93 -3.33  0.41
H: -2.09 -1.48 -1.08  0.26
H: -0.66 -0.54 1.95  0.60
H: -0.78 0.50 -0.91  0.72
H: 1.54 0.71 1.01  0.10
H: 3.15 2.24 0.43  0.25
H: 3.63 4.32 -0.81  0.46
H: 2.24 4.91 -2.83  0.37
H: 0.43 3.34 -3.58  0.42
H: 0.15 1.17 -2.49  0.21
H: -2.65 1.79 -0.39  0.85
H: -2.10 2.36 3.36  0.24
H: -2.55 4.07 3.29  0.45
H: -3.80 2.85 3.08  0.37
H: -3.32 4.28 -0.33  0.31
H: -4.41 4.18 1.08  0.49
H: -3.02 5.23 1.13  0.47
H: -0.87 3.43 -0.04  0.33
H: -0.77 4.42 1.43  0.56
H: -0.38 2.69 1.50  0.10
C: 2.00 -2.72 -4.13  -0.85
C: 0.86 -2.07 -3.65  -0.91
C: 0.84 -1.50 -2.37  0.67
C: 2.00 -1.51 -1.60  0.18
C: 2.14 -0.82 -0.23  5.22
C: 3.63 -0.29 -0.14  -0.04
C: 4.31 -0.03 1.19  0.50
C: 5.72 -0.09 1.16  -0.53
C: 6.48 0.55 2.14  -0.78
C: 5.84 1.28 3.15  -0.47
C: 4.44 1.28 3.23  -1.04
C: 3.68 0.56 2.29  -0.24
O: 4.27 0.03 -1.13  -0.57
C: 1.99 -1.86 0.90  0.40
C: 2.38 -3.30 0.68  -0.29
C: 1.33 -4.20 0.46  -0.64
C: 1.62 -5.51 0.08  -0.56
C: 2.95 -5.94 -0.01  -0.63
C: 3.98 -5.08 0.38  -0.63
C: 3.70 -3.76 0.76  -0.04
O: 1.50 -1.54 1.97  -0.65
C: 3.10 -2.23 -2.05  -0.17
C: 3.12 -2.84 -3.30  -1.20
H: 2.03 -3.15 -5.13  0.40
H: -0.03 -2.02 -4.27  0.47
H: -0.09 -1.10 -1.96  -0.05
H: 6.19 -0.62 0.33  0.42
H: 7.57 0.47 2.08  0.40
H: 6.45 1.83 3.86  0.38
H: 3.94 1.86 4.01  0.42
H: 2.61 0.44 2.46  0.20
H: 0.30 -3.84 0.55  0.39
H: 0.80 -6.20 -0.15  0.41
H: 3.18 -6.95 -0.35  0.39
H: 5.02 -5.43 0.39  0.41
H: 4.49 -3.08 1.08  0.49
H: 3.98 -2.32 -1.42  0.39
H: 4.01 -3.39 -3.60  0.43

Record 6
A molecular structure, C5H11HgO4 in a non-equilibrium geometry, computed with the ωB97M-V functional and the def2-TZVPD basis.

The value obtained for the frontier orbital gap (spin up / spin down) is 8.3 / 7.6 eV. As for the total charge: 0. Its HOMO energy (spin up / spin down) is -7.55 / -7.63 eV. Its relative energy (zero: lowest compared OMol25 entry of this formula, charge and spin) is 4.510 eV. As for the calculated total energy: -651.22815 Ha. The expectation value of S² is 0.753. The spin multiplicity is 2.

Each line ends with the Mulliken charge.
Positions of all 21 atoms, in Å:
C: -2.05 2.13 0.04  -0.34
O: -0.84 2.38 0.67  -0.78
C: -2.38 0.65 0.07  -0.45
O: -1.19 -0.03 -0.36  -0.35
C: -1.06 -1.36 -0.07  -0.53
C: 0.33 -1.84 -0.25  -0.09
O: 1.19 -0.86 0.30  -0.34
Hg: 0.55 1.11 0.26  1.17
H: -2.04 2.47 -1.02  0.27
H: -2.90 2.66 0.52  0.31
H: -3.21 0.38 -0.61  0.31
H: -2.61 0.31 1.09  0.37
H: -1.95 -1.99 -0.17  0.36
H: 0.58 -1.99 -1.32  0.29
H: 0.46 -2.81 0.26  0.33
O: 2.28 1.63 -0.19  -0.96
H: 2.93 1.79 0.49  0.24
C: 2.67 -1.10 0.09  -0.72
H: 2.97 -0.92 -0.96  0.35
H: 2.83 -2.09 0.54  0.34
H: 3.43 -0.53 0.64  0.23

What did the third record say?
2 unconnected molecules or ions with the total composition C3H6N2O in a non-equilibrium geometry, computed with the ωB97M-V functional and the def2-TZVPD basis.

The value obtained for the frontier orbital gap is 10.8 eV. As for the total charge: 0. Its HOMO energy is -10.06 eV. Its relative energy (zero: lowest compared OMol25 entry of this formula, charge and spin) is 2.531 eV. As for the calculated total energy: -302.60007 Ha. The SMILES is NC(N)=O.C#C.

Each line ends with the Mulliken charge.
Positions of all 12 atoms, in Å:
C: -1.31 -0.37 -0.45  0.54
N: -1.21 0.97 -0.76  -0.34
N: -0.80 -0.71 0.83  -0.49
O: -1.71 -1.21 -1.21  -0.61
H: -1.65 1.23 -1.62  0.22
H: -0.96 1.64 -0.06  0.19
H: -0.82 -1.69 1.06  0.23
H: -0.50 0.04 1.44  0.21
C: 1.82 -0.24 -0.13  -0.42
C: 2.72 0.39 0.35  -0.20
H: 3.51 0.91 0.83  0.41
H: 0.92 -0.96 -0.29  0.25